# 1
The following is a DFT calculation (ωB97M-V/def2-TZVPD) of a 2-piece molecular cluster, C22H27BrNO3 overall.

```
54
Properties=species:S:1:pos:R:3:mulliken_charge:R:1
Br 0.415 -5.763 2.596 -0.21
C 1.142 -4.210 1.789 0.10
C 0.838 -3.921 0.449 -0.70
C 1.266 -2.718 -0.105 0.25
C 1.998 -1.790 0.666 -0.29
C 2.268 -0.452 0.109 0.91
C 3.115 0.453 0.782 -1.43
N 3.928 1.339 0.069 1.07
O 4.686 2.154 0.659 -0.70
O 3.885 1.270 -1.195 -0.59
C 2.402 -2.149 1.968 0.01
C 1.961 -3.353 2.533 -0.78
H 0.256 -4.621 -0.140 0.43
H 1.023 -2.465 -1.138 0.30
H 2.316 -0.399 -0.976 0.44
H 3.177 0.480 1.870 0.30
H 3.059 -1.489 2.537 0.30
H 2.244 -3.619 3.546 0.41
C -0.429 2.652 -3.754 -2.31
C 0.071 1.773 -2.603 2.63
C 0.777 0.554 -3.205 -1.14
C 1.049 2.626 -1.799 -1.34
C -1.078 1.269 -1.703 -0.48
C -0.805 0.636 -0.407 0.30
O 0.388 0.311 -0.045 -0.04
C -1.980 0.369 0.437 -0.41
C -1.823 -0.017 1.926 2.82
C -3.174 -0.112 2.643 -2.36
C -0.956 1.025 2.638 -1.76
C -1.156 -1.384 2.029 -1.37
C -3.245 0.439 -0.120 -0.29
C -3.456 0.885 -1.420 -1.69
C -2.376 1.314 -2.183 -0.03
H -1.004 3.503 -3.372 0.44
H 0.431 3.049 -4.307 0.44
H -1.044 2.088 -4.463 0.42
H 1.013 -0.169 -2.419 -0.16
H 0.119 0.064 -3.934 0.35
H 1.707 0.853 -3.705 0.40
H 1.473 2.040 -0.981 -0.07
H 1.867 2.968 -2.444 0.43
H 0.527 3.498 -1.387 0.37
H -3.785 -0.921 2.225 0.43
H -3.014 -0.337 3.705 0.43
H -3.730 0.830 2.578 0.47
H 0.026 1.083 2.157 0.14
H -1.441 2.007 2.586 0.41
H -0.830 0.750 3.692 0.43
H -0.151 -1.337 1.605 -0.08
H -1.073 -1.706 3.076 0.52
H -1.727 -2.138 1.473 0.36
H -4.115 0.157 0.475 0.36
H -4.464 0.922 -1.828 0.29
H -2.569 1.705 -3.183 0.26
```

Calculated values
Net charge: -1
HOMO energy (eV): -3.75
Orbital gap (eV): 5.86
Energy above the lowest of the compared OMol25 structures with the same formula, charge and spin (kcal per mole): 0.00

# 2
The following is a DFT calculation (ωB97M-V/def2-TZVPD) of C22H27Cl2NO3 in the gas phase.

```
55
Properties=species:S:1:pos:R:3:mulliken_charge:R:1
C 6.071 0.987 -2.922 -0.96
H 6.430 0.058 -3.378 0.37
O 4.679 1.125 -3.053 -0.41
C 3.881 0.181 -2.486 1.05
C 4.333 -0.913 -1.772 -0.53
C 3.427 -1.818 -1.230 -0.18
C 2.063 -1.663 -1.389 -0.58
C 1.615 -0.562 -2.119 0.19
C 2.488 0.363 -2.660 0.67
O 2.123 1.458 -3.370 -0.48
C 0.745 1.715 -3.530 -0.60
H 0.687 2.662 -4.064 0.26
H 0.263 0.934 -4.126 0.33
H 0.243 1.804 -2.563 0.11
H 0.551 -0.448 -2.226 0.45
C 1.066 -2.644 -0.834 -1.50
N -0.171 -2.003 -0.422 0.47
C 0.049 -1.131 0.717 -2.28
H 0.352 -1.714 1.607 0.33
C -1.208 -0.315 1.053 2.89
C -2.378 -1.278 1.286 -1.42
C -2.525 -2.281 0.145 -0.81
C -1.198 -2.982 -0.120 -0.82
H -0.923 -3.595 0.760 0.39
H -1.301 -3.651 -0.978 0.43
H -3.281 -3.023 0.406 0.47
H -2.853 -1.775 -0.763 0.30
H -3.306 -0.716 1.411 0.42
H -2.191 -1.831 2.210 0.47
C -1.531 0.626 -0.123 -1.59
O -0.502 1.529 -0.446 -0.40
H -0.324 2.086 0.319 0.31
H -2.465 1.167 0.091 0.40
H -1.669 0.029 -1.024 0.49
C -0.923 0.494 2.344 -1.89
C -2.091 1.310 2.820 0.87
C -3.019 0.768 3.703 -0.38
C -4.112 1.502 4.126 -0.65
C -4.303 2.799 3.681 -0.51
C -3.372 3.347 2.815 0.06
C -2.274 2.618 2.388 -0.67
H -1.563 3.091 1.728 0.36
Cl -3.575 4.973 2.257 -0.23
H -5.152 3.378 4.004 0.43
H -4.822 1.065 4.811 0.39
H -2.881 -0.238 4.069 0.38
H -0.060 1.141 2.174 0.73
H -0.645 -0.215 3.127 0.69
H 0.864 -0.449 0.463 0.45
H 0.819 -3.366 -1.621 0.38
H 1.524 -3.206 -0.002 0.55
Cl 4.077 -3.166 -0.351 -0.26
H 5.386 -1.083 -1.619 0.47
H 6.383 1.020 -1.873 0.37
H 6.501 1.836 -3.451 0.23
```

Calculated values
Net charge: 0
SMILES string: COc1cc(Cl)c(CN2CCC[C@@](CO)(Cc3cccc(Cl)c3)C2)cc1OC
HOMO energy (eV): -7.83
Orbital gap (eV): 8.49

# 3
The following is a DFT calculation (ωB97M-V/def2-TZVPD) of C22H27Cl5N2O3PdS3Si as an isolated structure.

```
64
Properties=species:S:1:pos:R:3:mulliken_charge:R:1
Pd -2.029 -1.133 0.767 -0.75
Cl -2.847 1.561 -0.186 -0.33
C -3.070 0.498 -1.522 1.23
C -2.774 -0.827 -1.253 -0.98
C -2.922 -1.759 -2.267 0.83
Cl -2.561 -3.395 -1.893 -0.16
C -3.338 -1.362 -3.539 0.18
Cl -3.502 -2.512 -4.798 -0.19
C -3.626 -0.018 -3.784 0.53
Cl -4.131 0.480 -5.341 -0.19
C -3.504 0.932 -2.767 -0.24
Cl -3.882 2.580 -3.053 -0.20
S -3.715 -3.032 1.344 0.18
C -3.952 -1.359 1.778 -0.26
S -2.858 -1.216 3.119 -0.01
C -4.962 -0.503 1.369 0.58
C -5.068 0.794 1.898 0.10
N -5.138 1.853 2.338 -0.50
C -5.858 -0.889 0.357 0.02
N -6.592 -1.206 -0.468 -0.50
C -1.134 1.700 3.022 -1.58
C 0.109 1.563 2.146 1.38
C 0.205 2.716 1.153 -1.39
C 1.370 1.507 3.004 -1.66
O -0.037 0.308 1.453 0.66
Si 0.941 -0.361 0.324 0.11
S -0.051 -2.272 0.205 -0.52
O 2.507 -0.555 0.651 -0.17
C 3.341 -1.565 1.240 1.54
C 3.270 -2.845 0.411 -1.54
C 2.906 -1.844 2.676 -1.41
C 4.763 -1.000 1.199 -1.73
O 0.728 0.529 -0.993 0.70
C 1.477 0.797 -2.178 1.61
C 0.510 1.516 -3.119 -1.58
C 2.667 1.689 -1.819 -1.52
C 1.959 -0.512 -2.791 -1.50
H -1.123 2.648 3.551 0.45
H -1.164 0.894 3.754 0.26
H -2.035 1.657 2.407 0.18
H 0.227 3.660 1.689 0.55
H -0.649 2.708 0.485 0.12
H 1.109 2.622 0.558 0.23
H 1.477 2.428 3.571 0.52
H 2.240 1.375 2.366 0.29
H 1.313 0.673 3.699 0.29
H 2.276 -3.280 0.463 0.29
H 3.989 -3.565 0.786 0.53
H 3.500 -2.631 -0.629 0.30
H 1.870 -2.179 2.694 0.23
H 2.999 -0.948 3.284 0.28
H 3.533 -2.622 3.104 0.53
H 5.060 -0.822 0.169 0.35
H 5.456 -1.706 1.646 0.46
H 4.815 -0.061 1.745 0.34
H 0.092 2.389 -2.623 0.32
H -0.306 0.849 -3.391 0.26
H 1.024 1.835 -4.021 0.46
H 2.324 2.665 -1.484 0.37
H 3.312 1.822 -2.684 0.50
H 3.236 1.223 -1.018 0.13
H 1.114 -1.176 -2.953 0.30
H 2.658 -0.993 -2.113 0.18
H 2.453 -0.326 -3.739 0.52
```

Calculated values
Net charge: 0
HOMO energy (spin up / spin down) (eV): -8.32 / -8.83
Multiplicity: 5
Orbital gap (spin up / spin down) (eV): 7.88 / 5.37

# 4
The following is a DFT calculation (ωB97M-V/def2-TZVPD) of an isolated ion of composition C22H27ClN5O4S and charge +1.

```
60
Properties=species:S:1:pos:R:3:mulliken_charge:R:1
C 4.620 -3.933 3.547 -1.67
C 3.847 -3.280 2.466 0.35
N 3.775 -1.935 2.346 -0.27
N 3.019 -1.617 1.281 0.86
C 2.603 -2.766 0.696 0.05
O 1.772 -2.758 -0.344 -0.30
C 3.085 -3.851 1.438 0.39
N 2.906 -5.169 1.123 -0.54
H 3.035 -5.835 1.868 0.20
H 2.111 -5.357 0.530 0.24
S 0.133 -2.637 0.104 1.45
O 0.157 -1.947 1.352 -0.66
O -0.394 -3.954 0.067 -0.61
C -0.410 -1.583 -1.213 0.08
C -0.796 -0.295 -0.909 -0.29
C -1.196 0.564 -1.928 0.19
C -1.173 0.106 -3.245 -0.49
C -0.765 -1.182 -3.545 -0.89
C -0.377 -2.042 -2.522 0.16
Cl 0.164 -3.625 -2.844 -0.17
H -0.735 -1.528 -4.565 0.47
H -1.446 0.766 -4.054 0.55
C -1.561 1.970 -1.544 0.29
O -1.026 2.509 -0.594 -0.61
N -2.461 2.568 -2.343 -0.06
H -2.991 2.009 -2.993 0.29
C -3.030 3.859 -2.021 -0.98
H -2.507 4.227 -1.137 0.38
H -2.851 4.554 -2.847 0.39
C -4.538 3.741 -1.778 -0.76
N -4.854 2.621 -0.907 0.15
C -6.271 2.315 -0.947 -0.98
H -6.895 3.141 -0.576 0.36
H -6.566 2.091 -1.972 0.32
H -6.460 1.436 -0.334 0.31
C -4.413 2.842 0.458 -1.07
H -4.867 3.739 0.904 0.33
H -4.691 1.978 1.059 0.36
H -3.331 2.942 0.488 0.29
H -4.907 4.702 -1.382 0.39
H -5.033 3.560 -2.736 0.45
H -0.784 0.041 0.115 0.59
C 2.616 -0.313 0.901 -0.30
C 2.013 0.530 1.827 0.43
C 1.591 1.783 1.420 -0.89
C 1.759 2.186 0.105 -0.41
C 2.339 1.329 -0.815 -0.75
C 2.774 0.074 -0.423 -0.08
H 3.232 -0.600 -1.129 0.49
H 2.461 1.636 -1.842 0.45
H 1.417 3.160 -0.202 0.36
H 1.115 2.442 2.128 0.41
H 1.848 0.196 2.839 0.54
C 4.478 -0.965 3.137 -1.13
H 5.506 -1.293 3.291 0.38
H 4.483 -0.009 2.616 0.48
H 4.000 -0.836 4.110 0.35
H 5.688 -3.751 3.425 0.37
H 4.323 -3.553 4.523 0.36
H 4.459 -5.006 3.524 0.35
```

Calculated values
Net charge: +1
SMILES string: Cc1c(N)c(OS(=O)(=O)c2cc(C(=O)NCCN(C)C)ccc2Cl)[n+](-c2ccccc2)n1C
HOMO energy (eV): -10.62
Orbital gap (eV): 7.80
Energy above the lowest of the compared OMol25 structures with the same formula, charge and spin (kcal per mole): 0.00

# 5
The following is a DFT calculation (ωB97M-V/def2-TZVPD) of a 3-piece molecular cluster, C22H27F2I2N3O2P overall.

```
59
Properties=species:S:1:pos:R:3:mulliken_charge:R:1
C -3.096 -2.715 -1.745 -1.02
C -3.695 -1.293 -1.893 -0.60
P -2.546 0.101 -2.186 -0.15
C -1.757 0.474 -0.565 -0.63
C -0.753 -0.555 -0.025 -0.58
C -1.176 -0.464 -3.230 -0.25
N 0.056 0.032 -3.149 0.05
C 0.894 -0.573 -4.078 -0.65
C 0.127 -1.487 -4.730 0.54
C 0.581 -2.430 -5.796 -1.50
I 1.617 -1.348 -7.320 0.25
C 1.497 -3.535 -5.098 -0.20
C 0.814 -4.908 -5.114 -1.21
I 3.479 -3.622 -5.864 0.15
N -1.149 -1.385 -4.205 0.67
O -2.244 -2.109 -4.554 -0.22
N -2.431 -2.188 -6.099 0.34
O -2.391 -1.172 -6.587 -0.14
H -2.015 -2.690 -1.662 0.22
H -3.474 -3.214 -0.865 0.36
H -3.329 -3.285 -2.634 0.25
H -4.192 -1.042 -0.961 0.46
H -4.458 -1.277 -2.657 0.49
H -2.541 0.615 0.167 0.45
H -1.220 1.409 -0.686 0.41
H -1.161 -1.555 0.042 0.17
H -0.507 -0.265 0.989 0.08
H 0.187 -0.548 -0.562 0.28
H 0.399 0.753 -2.537 0.29
H 1.930 -0.354 -4.223 0.54
H -0.221 -2.961 -6.282 0.66
H 1.608 -3.243 -4.066 0.48
H -0.257 -4.758 -5.215 0.29
H 1.195 -5.548 -5.897 0.40
H 0.956 -5.377 -4.150 0.34
F -0.018 0.653 2.887 -0.42
C -0.744 1.759 3.186 0.26
C -2.075 1.613 3.517 -0.36
C -2.812 2.749 3.824 -0.42
C -2.214 4.001 3.787 -0.50
C -0.873 4.121 3.447 -0.50
C -0.126 2.991 3.147 -0.28
H -2.522 0.628 3.537 0.49
H -3.854 2.654 4.095 0.38
H -2.792 4.882 4.026 0.40
H -0.406 5.095 3.415 0.39
H 0.923 3.060 2.887 0.55
F 3.518 2.784 3.351 -0.31
C 3.708 2.576 4.677 0.39
C 4.803 3.142 5.295 -0.51
C 4.985 2.926 6.653 -0.35
C 4.082 2.148 7.366 -0.50
C 2.990 1.587 6.720 -0.47
C 2.796 1.805 5.365 -0.14
H 5.498 3.739 4.720 0.42
H 5.835 3.366 7.155 0.37
H 4.232 1.980 8.423 0.38
H 2.286 0.978 7.272 0.36
H 1.948 1.382 4.842 0.38
```

Calculated values
Net charge: +1
HOMO energy (eV): -10.76
Orbital gap (eV): 6.23

# 6
The following is a DFT calculation (ωB97M-V/def2-TZVPD) of C22H27F2NO2 in the gas phase.

```
54
Properties=species:S:1:pos:R:3:mulliken_charge:R:1
O -2.171 0.441 -3.010 -0.55
H -1.236 0.418 -3.237 0.39
C -2.420 -0.526 -2.017 -1.27
C -1.734 -0.279 -0.652 2.64
C -0.244 0.060 -0.809 -1.50
C 0.587 -1.146 -1.268 -1.44
N 0.460 -2.306 -0.406 0.15
C -0.930 -2.691 -0.281 -1.27
C -1.854 -1.560 0.196 -1.30
H -2.887 -1.913 0.184 0.54
H -1.600 -1.318 1.231 0.42
H -0.998 -3.532 0.414 0.50
H -1.253 -3.050 -1.262 0.41
C 1.170 -2.180 0.855 -0.61
C 2.657 -2.152 0.621 0.20
C 3.472 -1.222 1.244 -0.96
C 4.843 -1.208 1.033 -0.60
C 5.400 -2.141 0.178 0.92
C 4.597 -3.078 -0.462 -0.56
C 3.237 -3.081 -0.237 -0.31
H 2.603 -3.799 -0.734 0.43
H 5.061 -3.791 -1.125 0.43
O 6.769 -2.232 -0.121 -0.38
C 7.644 -1.393 0.428 0.41
F 7.401 -0.088 0.135 -0.25
F 7.667 -1.445 1.786 -0.24
H 8.652 -1.642 0.061 0.16
H 5.444 -0.470 1.539 0.37
H 3.042 -0.490 1.912 0.33
H 0.875 -1.295 1.441 0.29
H 0.928 -3.066 1.453 0.47
H 1.643 -0.870 -1.316 0.49
H 0.277 -1.458 -2.271 0.44
H -0.107 0.881 -1.514 0.80
H 0.135 0.402 0.157 0.40
C -2.463 0.849 0.106 -1.68
H -3.508 0.554 0.237 0.43
H -2.028 0.943 1.106 0.49
C -2.428 2.225 -0.570 -0.65
C -3.302 3.180 0.190 0.11
C -4.651 3.300 -0.120 -0.26
C -5.469 4.150 0.602 -0.62
C -4.950 4.892 1.649 -0.41
C -3.607 4.779 1.968 -0.64
C -2.791 3.928 1.244 -0.28
H -1.743 3.846 1.496 0.37
H -3.195 5.357 2.782 0.37
H -5.587 5.557 2.212 0.38
H -6.516 4.235 0.346 0.38
H -5.058 2.725 -0.939 0.39
H -2.783 2.133 -1.596 0.45
H -1.404 2.600 -0.587 0.37
H -3.503 -0.516 -1.873 0.39
H -2.143 -1.518 -2.396 0.48
```

Calculated values
Net charge: 0
SMILES string: OCC1(CCc2ccccc2)CCN(Cc2ccc(OC(F)F)cc2)CC1
HOMO energy (eV): -8.47
Orbital gap (eV): 9.10
Energy above the lowest of the compared OMol25 structures with the same formula, charge and spin (kcal per mole): 3.27

# 7
The following is a DFT calculation (ωB97M-V/def2-TZVPD) of C22H27F2NO3 in the gas phase.

```
55
Properties=species:S:1:pos:R:3:mulliken_charge:R:1
O 3.912 -0.595 3.542 -0.54
C 2.619 -0.107 3.280 -1.40
H 1.972 -0.594 4.012 0.44
H 2.575 0.976 3.463 0.49
C 2.114 -0.399 1.849 1.86
C 2.995 0.369 0.846 -1.28
C 2.408 0.404 -0.563 -0.78
N 1.078 0.977 -0.545 0.25
C 0.540 1.138 -1.886 -1.22
C -0.728 1.945 -1.865 0.26
C -0.764 3.154 -1.184 -0.49
C -1.913 3.924 -1.146 -0.54
C -3.045 3.476 -1.806 0.89
C -3.030 2.269 -2.490 -0.59
C -1.876 1.509 -2.513 -0.51
H -1.871 0.567 -3.041 0.39
H -3.927 1.943 -2.991 0.43
O -4.269 4.163 -1.848 -0.39
C -4.416 5.335 -1.233 0.42
F -4.198 5.275 0.107 -0.25
F -3.563 6.293 -1.681 -0.24
H -5.445 5.693 -1.394 0.15
H -1.904 4.857 -0.606 0.36
H 0.122 3.487 -0.668 0.41
H 0.356 0.162 -2.372 0.35
H 1.289 1.673 -2.481 0.43
C 0.198 0.165 0.278 -0.53
C 0.687 0.147 1.721 -2.07
H 0.675 1.174 2.093 0.56
H -0.001 -0.443 2.325 0.53
H 0.124 -0.862 -0.119 0.29
H -0.801 0.605 0.245 0.52
H 2.404 -0.610 -1.005 0.27
H 3.044 1.032 -1.194 0.44
H 3.092 1.401 1.190 0.38
H 3.991 -0.076 0.793 0.52
C 2.224 -1.911 1.575 -0.83
C 1.262 -2.816 2.352 -0.93
H 1.216 -2.519 3.402 0.47
O -0.080 -2.757 1.911 -0.46
C -0.419 -3.275 0.698 0.63
C -1.707 -2.964 0.255 -0.13
C -2.164 -3.433 -0.958 -0.55
C -1.348 -4.223 -1.755 -0.54
C -0.077 -4.541 -1.316 -0.76
C 0.394 -4.075 -0.099 -0.33
H 1.390 -4.348 0.215 0.33
H 0.566 -5.160 -1.924 0.39
H -1.702 -4.587 -2.707 0.42
H -3.160 -3.180 -1.287 0.39
H -2.327 -2.346 0.885 0.44
H 1.628 -3.850 2.314 0.35
H 3.238 -2.218 1.842 0.42
H 2.085 -2.096 0.510 0.53
H 4.536 -0.128 2.975 0.37
```

Calculated values
Net charge: 0
SMILES string: OCC1(CCOc2ccccc2)CCN(Cc2ccc(OC(F)F)cc2)CC1
HOMO energy (eV): -8.53
Orbital gap (eV): 9.21
Energy above the lowest of the compared OMol25 structures with the same formula, charge and spin (kcal per mole): 1.67

# 8
The following is a DFT calculation (ωB97M-V/def2-TZVPD) of C22H27FN4O3 in the gas phase.

```
57
Properties=species:S:1:pos:R:3:mulliken_charge:R:1
C 3.794 0.060 -2.639 -0.96
H 4.531 -0.270 -3.378 0.36
O 2.484 -0.261 -3.040 -0.39
C 2.000 0.302 -4.198 0.89
C 2.708 1.157 -5.023 -0.52
C 2.112 1.669 -6.167 -0.68
C 0.813 1.333 -6.489 -0.75
C 0.092 0.475 -5.674 -0.47
C 0.675 -0.046 -4.530 0.09
N 0.027 -0.923 -3.654 0.03
C -1.268 -1.338 -3.654 0.35
O -2.093 -1.030 -4.482 -0.66
C -1.587 -2.267 -2.480 -0.52
N -2.159 -1.519 -1.371 0.10
C -2.708 -2.357 -0.324 -1.18
C -1.635 -2.977 0.582 -0.61
N -0.832 -1.915 1.170 0.13
C 0.148 -2.401 2.123 -0.91
C 0.616 -1.284 3.058 0.59
O 1.720 -1.271 3.554 -0.68
N -0.366 -0.370 3.261 -0.09
C -0.358 0.780 4.048 0.85
C 0.715 1.138 4.857 -0.57
C 0.653 2.289 5.621 -0.68
C -0.460 3.118 5.613 0.61
C -1.516 2.735 4.793 0.25
C -1.488 1.595 4.018 -0.77
H -2.339 1.349 3.401 0.46
F -2.624 3.510 4.748 -0.37
C -0.548 4.365 6.435 -1.38
H 0.368 4.522 6.996 0.36
H -0.724 5.229 5.794 0.31
H -1.384 4.300 7.131 0.31
H 1.494 2.551 6.244 0.29
H 1.591 0.511 4.882 0.52
H -1.202 -0.537 2.707 0.07
H 1.034 -2.851 1.648 0.36
H -0.318 -3.166 2.752 0.43
C -0.209 -1.116 0.124 -0.32
C -1.299 -0.518 -0.774 -1.37
H -0.853 0.100 -1.553 0.49
H -1.940 0.124 -0.161 0.40
H 0.366 -0.312 0.591 0.45
H 0.493 -1.725 -0.474 0.21
H -2.120 -3.533 1.387 0.50
H -1.014 -3.683 0.004 0.29
H -3.315 -3.145 -0.774 0.47
H -3.359 -1.725 0.287 0.40
H -0.685 -2.844 -2.211 0.26
H -2.355 -2.964 -2.823 0.49
H 0.632 -1.234 -2.906 0.20
H -0.923 0.206 -5.912 0.53
H 0.352 1.734 -7.378 0.38
H 2.677 2.336 -6.801 0.38
H 3.723 1.434 -4.788 0.40
H 3.907 1.135 -2.466 0.39
H 3.956 -0.474 -1.704 0.25
```

Calculated values
Net charge: 0
SMILES string: COc1ccccc1NC(=O)CN1CCN(CC(=O)Nc2ccc(C)c(F)c2)CC1
HOMO energy (eV): -8.32
Orbital gap (eV): 8.84
Energy above the lowest of the compared OMol25 structures with the same formula, charge and spin (kcal per mole): 2.02